# C7H11NOS

A single C7H11NOS molecule in a non-equilibrium geometry (ωB97M-V/def2-TZVPD, OMol25).

CARTESIAN COORDINATES (ANGSTROEM)
C  -1.69  -2.61  -0.41
O  -0.92  -1.53  0.22
C  -0.42  -0.70  -0.68
C  -0.47  -0.70  -2.08
C  0.00  0.38  -2.75
S  0.71  1.50  -1.64
C  0.39  0.66  -0.21
N  0.78  1.04  0.99
C  0.18  0.57  2.26
C  1.66  2.25  1.11
H  -2.38  -2.39  -1.19
H  -2.07  -3.28  0.45
H  -0.90  -3.18  -0.90
H  -0.85  -1.62  -2.63
H  0.21  0.48  -3.86
H  0.91  0.77  3.12
H  -0.62  1.33  2.59
H  -0.23  -0.48  1.99
H  2.36  2.37  0.30
H  1.02  3.06  1.25
H  2.36  2.06  2.07

spin multiplicity	1
HOMO	-6.19	eV
charge	0
SMILES	COc1ccsc1N(C)C
relative energy (zero: lowest compared OMol25 entry of this formula, charge and spin)	72.6	kcal per mole

Results of the natural (NBO) charge analysis, in e, for atoms 1 through 8: atom 1 (C): -0.263, atom 2 (O): -0.516, atom 3 (C): 0.203, atom 4 (C): -0.331, atom 5 (C): -0.531, atom 6 (S): 0.436, atom 7 (C): -0.036, atom 8 (N): -0.438

=====

# C7H11O

An isolated ion of composition C7H11O and charge -1 in a non-equilibrium geometry (ωB97M-V/def2-TZVPD, OMol25).

CARTESIAN COORDINATES (ANGSTROEM)
C  1.36  -1.69  2.20
C  1.18  -0.41  1.92
C  0.18  0.07  0.92
C  -1.10  0.08  1.27
C  0.67  0.68  -0.37
C  -0.07  -0.03  -1.59
C  -1.22  0.87  -2.30
O  -1.46  0.49  -3.54
H  2.15  -1.93  2.92
H  0.84  -2.53  1.77
H  1.70  0.41  2.41
H  -1.84  0.49  0.58
H  -1.50  -0.33  2.19
H  0.35  1.73  -0.37
H  1.70  0.44  -0.62
H  -0.64  -0.88  -1.22
H  0.66  -0.24  -2.37
H  -0.83  1.94  -2.14
H  -2.12  0.83  -1.65

spin multiplicity	1
HOMO	-2.30	eV
charge	-1
SMILES	C=CC(=C)CCC[O-]
relative energy (zero: lowest compared OMol25 entry of this formula, charge and spin)	13.5	kcal per mole

Results of the natural (NBO) charge analysis, in e, for atoms 1 through 8: atom 1 (C): -0.424, atom 2 (C): -0.179, atom 3 (C): -0.003, atom 4 (C): -0.440, atom 5 (C): -0.484, atom 6 (C): -0.437, atom 7 (C): 0.031, atom 8 (O): -0.929

=====

DFT total energy values, unit eV, following the record order: -21806.47827; -9482.51382.